1.
The following is a quantum chemistry calculation of C29H40BClN12O4STi as an isolated structure in a non-equilibrium geometry, from the OMol25 dataset.

Values from the calculation:
LUMO (spin up / spin down)   -0.572 / -0.449 eV
Total energy   -103938.434 eV
HOMO-LUMO gap (spin up / spin down)   4.82 / 5.09 eV
Net charge   0

Each line ends with the Löwdin charge.
Positions of all 89 atoms, in Å:
Ti 0.42 -0.91 0.17  0.8384
C -2.39 2.60 -3.08  -0.0610
C -2.30 3.51 -1.85  -0.3515
C -3.51 3.31 -0.92  -0.0564
C -1.01 3.45 -1.06  -0.2998
C -0.44 4.61 -0.49  -0.0259
C 0.69 4.16 0.13  -0.0863
N 0.76 2.82 -0.03  -0.0340
N -0.29 2.37 -0.77  0.1287
B 1.97 2.04 0.55  -0.4988
N 2.63 1.10 -0.49  -0.0081
C 3.85 1.26 -0.99  -0.0556
C 4.19 0.15 -1.73  -0.0002
C 3.09 -0.71 -1.61  -0.2541
N 2.13 -0.12 -0.87  0.0152
C 3.01 -2.10 -2.20  -0.3725
C 3.18 -2.06 -3.72  -0.0596
C 4.08 -2.99 -1.56  -0.0519
N 1.71 1.24 1.86  -0.0071
C 2.22 1.57 3.05  -0.0574
C 1.79 0.65 3.98  -0.0018
C 0.98 -0.25 3.27  -0.2527
N 0.92 0.13 1.97  -0.0063
C 0.26 -1.42 3.89  -0.3704
C 1.27 -2.34 4.59  -0.0569
C -0.77 -0.93 4.92  -0.0653
H -2.94 3.10 -3.87  0.0812
H -2.93 1.68 -2.85  0.0243
H -1.40 2.34 -3.47  0.0811
H -2.33 4.53 -2.21  0.1241
H -3.48 2.32 -0.46  0.0376
H -4.45 3.40 -1.48  0.0854
H -3.51 4.05 -0.12  0.0836
H -0.80 5.63 -0.57  0.1023
H 1.45 4.69 0.68  0.1146
H 2.79 2.87 0.85  0.1146
H 4.41 2.17 -0.79  0.1250
H 5.12 -0.04 -2.25  0.1097
H 2.05 -2.53 -1.95  0.0855
H 4.19 -1.75 -3.98  0.0772
H 2.48 -1.35 -4.19  0.0644
H 3.01 -3.05 -4.15  0.0823
H 5.08 -2.61 -1.78  0.0779
H 4.00 -4.01 -1.95  0.0862
H 3.95 -3.03 -0.48  0.0762
H 2.88 2.42 3.15  0.1236
H 2.03 0.62 5.03  0.1098
H -0.24 -1.97 3.11  0.1029
H 1.80 -1.79 5.38  0.0772
H 2.00 -2.74 3.89  0.0718
H 0.75 -3.18 5.05  0.0855
H -0.27 -0.43 5.75  0.0796
H -1.34 -1.78 5.31  0.0821
H -1.47 -0.22 4.47  0.0480
O 1.66 -4.49 1.74  -0.4230
Cl 0.91 -3.60 0.87  0.8832
O 0.94 -4.13 -0.50  -0.4471
O 1.70 -2.26 0.83  -0.5355
O -1.23 -1.26 0.83  -0.7076
N -3.04 0.18 -1.40  0.0500
N -4.02 0.20 -0.37  -0.0773
C -3.64 0.04 0.92  -0.7310
N -4.71 0.04 1.77  0.0682
S -2.10 0.03 1.55  0.9743
H -2.37 0.91 -1.17  0.0350
H -3.52 0.50 -2.23  0.0663
H -4.80 -0.40 -0.62  0.1443
H -5.41 0.73 1.57  0.0981
H -4.45 -0.01 2.75  0.0829
N -5.50 -7.23 -5.97  0.1610
C -4.81 -6.44 -5.50  -0.1734
C -3.94 -5.45 -4.91  -0.2281
C -2.97 -4.82 -5.68  -0.0127
C -2.15 -3.86 -5.12  0.0041
C -2.29 -3.52 -3.79  -0.1705
C -3.25 -4.14 -3.02  0.0071
C -4.07 -5.10 -3.58  -0.0118
N -1.44 -2.53 -3.21  0.0157
C -0.79 -1.50 -3.87  -0.0200
C -0.08 -0.86 -2.92  -0.1016
N -0.27 -1.49 -1.70  -0.0372
C -1.09 -2.47 -1.91  -0.1361
H -2.86 -5.09 -6.72  0.1256
H -1.37 -3.40 -5.72  0.1162
H -3.38 -3.86 -1.97  0.1195
H -4.83 -5.59 -2.98  0.1259
H -0.90 -1.31 -4.93  0.1234
H 0.55 0.01 -3.02  0.1157
H -1.45 -3.14 -1.16  0.1342

2.
The following is a quantum chemistry calculation of C3H5NO2 in the gas phase in a non-equilibrium geometry, from the OMol25 dataset.

Values from the calculation:
LUMO   -0.077 eV
Total energy   -8776.346 eV
HOMO-LUMO gap   9.65 eV
Net charge   0

Each line ends with the Löwdin charge.
Positions of all 11 atoms, in Å:
C -1.03 1.38 -0.08  -0.0538
N 0.06 0.43 -0.06  0.0030
C -0.05 -0.87 0.16  -0.4614
O -1.07 -1.50 0.42  0.0498
C 1.44 -1.51 0.04  -0.1125
O 2.47 -0.93 -0.25  0.0748
H -1.94 0.83 0.14  0.0886
H -0.87 2.15 0.67  0.0870
H -1.10 1.83 -1.07  0.0877
H 1.01 0.70 -0.27  0.1253
H 1.09 -2.51 0.30  0.1114

3.
The following is a quantum chemistry calculation of C2H5OP in the gas phase in a non-equilibrium geometry, from the OMol25 dataset.

Values from the calculation:
LUMO   -0.629 eV
Total energy   -13488.467 eV
HOMO-LUMO gap   8.82 eV
Net charge   0

Each line ends with the Löwdin charge.
Positions of all 9 atoms, in Å:
H 2.44 -0.11 0.76  -0.1668
P 1.86 -0.83 -0.28  0.8302
C 0.27 -0.69 0.39  -0.5067
C -0.85 -0.88 -0.51  -0.2252
O -1.15 0.64 -1.23  -0.1633
H 0.05 -0.11 1.29  0.0524
H -1.70 -0.91 0.10  0.0673
H -0.71 -1.49 -1.42  0.1006
H -0.62 0.67 -2.01  0.0115

4.
The following is a quantum chemistry calculation of a 10-piece molecular cluster, H20O10 overall in a non-equilibrium geometry, from the OMol25 dataset.

Values from the calculation:
LUMO   0.061 eV
Total energy   -20793.740 eV
HOMO-LUMO gap   8.81 eV
Net charge   0

Each line ends with the Löwdin charge.
Positions of all 30 atoms, in Å:
O 0.76 0.88 0.21  -0.1291
H 0.28 1.59 0.67  0.0573
H 0.08 0.30 -0.23  0.0802
O 2.11 0.40 -2.83  -0.1131
H 1.92 0.76 -1.95  0.0312
H 2.93 -0.12 -2.64  0.0827
O 1.31 -1.46 -3.65  -0.0894
H 2.02 -0.88 -4.05  0.0520
H 0.63 -1.38 -4.29  0.0127
O -0.95 -2.80 -1.45  -0.0826
H -0.83 -3.37 -0.77  -0.0214
H -0.07 -2.59 -1.85  0.0669
O -3.31 -0.18 1.85  -0.0746
H -3.71 0.56 2.33  0.0498
H -2.74 -0.57 2.56  0.0459
O 0.78 4.21 3.78  -0.0920
H 0.82 4.15 2.75  0.0874
H 0.83 5.10 4.08  0.0051
O -0.27 0.44 1.65  -0.1448
H -1.17 0.50 2.13  0.0768
H -0.34 -0.39 1.18  0.0452
O 1.55 3.42 -0.97  -0.0321
H 0.86 3.73 -1.50  0.0006
H 1.76 4.29 -0.58  0.0513
O 1.32 -2.47 1.47  -0.0099
H 1.69 -1.89 2.14  0.0549
H 0.46 -2.66 1.67  -0.0281
O -2.65 -3.47 -0.56  -0.1034
H -3.25 -3.29 0.14  0.0278
H -2.79 -2.80 -1.29  0.0926

5.
The following is a quantum chemistry calculation of a 2-piece molecular cluster, C2H11N3O overall in a non-equilibrium geometry, from the OMol25 dataset.

Values from the calculation:
<S²>   0.757
LUMO (spin up / spin down)   -3.897 / -9.592 eV
Total energy   -8759.823 eV
HOMO-LUMO gap (spin up / spin down)   7.90 / 2.21 eV
Net charge   +1
Multiplicity   2

Each line ends with the Löwdin charge.
Positions of all 17 atoms, in Å:
N -0.73 0.29 -4.64  0.2689
C -0.13 0.30 -3.28  -0.2156
N 0.37 1.62 -2.93  0.1198
H -0.41 -0.53 -5.18  0.1484
H -0.44 1.03 -5.30  0.1529
H 0.73 -0.37 -3.35  0.1564
H -0.88 0.01 -2.56  0.1444
H -0.29 2.34 -3.23  0.1219
H 1.16 1.84 -3.54  0.1030
N -0.71 -0.38 3.86  0.0038
C 0.32 -1.07 4.63  -0.3542
O 1.39 -1.51 3.78  -0.0730
H -1.52 -0.36 4.49  0.0725
H -0.44 0.59 3.77  0.0676
H -0.19 -1.87 5.16  0.1093
H 0.86 -0.46 5.37  0.1135
H 0.92 -1.48 2.94  0.0606

6.
The following is a quantum chemistry calculation of C24H58ClInO14P3 as an isolated structure in a non-equilibrium geometry, from the OMol25 dataset.

Values from the calculation:
LUMO   2.052 eV
Total energy   -100063.702 eV
HOMO-LUMO gap   7.02 eV
Net charge   -1

Each line ends with the Löwdin charge.
Positions of all 101 atoms, in Å:
C 2.41 -1.61 3.50  -0.0010
C 1.35 -1.45 2.46  -0.5527
O 1.44 -1.94 1.39  0.1047
O 0.21 -0.78 2.76  -0.0136
C 0.35 0.43 3.52  -0.1746
C 0.72 1.64 2.66  -0.1773
C 1.60 2.68 3.36  -0.3260
C 2.92 2.17 3.95  -0.3482
In 4.48 1.74 2.42  0.2005
Cl 6.65 1.85 3.65  -0.2945
H 3.01 -0.71 3.64  0.0341
H 1.95 -1.88 4.45  0.0922
H 3.05 -2.45 3.22  0.0908
H 0.98 0.32 4.40  0.1022
H -0.66 0.62 3.91  0.1208
H -0.21 2.15 2.41  0.1046
H 1.14 1.31 1.70  0.1168
H 1.01 3.27 4.07  0.0958
H 1.90 3.40 2.58  0.0830
H 3.33 2.96 4.57  0.0247
H 2.79 1.30 4.61  0.0045
H 4.38 0.11 1.75  -0.1161
H 4.49 3.02 1.22  -0.1172
O 5.12 6.19 0.86  -0.2093
P 6.16 7.10 0.37  0.4698
O 7.42 7.03 1.37  -0.1937
C 8.14 5.79 1.49  -0.2569
C 8.89 5.43 0.22  -0.0826
O 5.60 8.58 0.76  -0.2320
C 4.31 8.78 1.33  -0.2837
C 4.38 8.81 2.84  -0.0725
O 6.87 7.55 -0.97  -0.1905
C 6.98 8.89 -1.47  -0.2603
C 8.00 9.71 -0.70  -0.0730
H 7.45 4.99 1.76  0.1147
H 8.84 5.92 2.31  0.1168
H 8.21 5.22 -0.60  0.0706
H 9.51 4.55 0.38  0.0796
H 9.53 6.26 -0.10  0.0724
H 3.61 8.02 0.98  0.1073
H 3.95 9.74 0.95  0.1132
H 4.87 7.92 3.23  0.0800
H 3.38 8.88 3.27  0.0753
H 4.97 9.67 3.17  0.0728
H 6.01 9.38 -1.50  0.1128
H 7.31 8.79 -2.50  0.1171
H 7.75 9.78 0.35  0.0710
H 8.05 10.71 -1.12  0.0780
H 8.98 9.24 -0.77  0.0784
O -3.44 -0.32 -1.46  -0.2115
P -2.52 -0.82 -2.50  0.4803
O -3.32 -1.93 -3.39  -0.2106
C -4.41 -1.49 -4.19  -0.2878
C -3.98 -0.61 -5.35  -0.0824
O -1.53 -1.79 -1.66  -0.2267
C -1.55 -1.89 -0.23  -0.2509
C -2.43 -3.05 0.21  -0.0667
O -1.41 -0.40 -3.55  -0.1957
C -0.06 -0.89 -3.62  -0.2401
C 0.01 -2.29 -4.18  -0.0706
H -5.14 -0.96 -3.56  0.1147
H -4.90 -2.39 -4.57  0.1079
H -3.56 0.33 -5.00  0.0705
H -4.82 -0.39 -6.00  0.0763
H -3.20 -1.11 -5.94  0.0782
H -1.86 -0.96 0.23  0.1110
H -0.52 -2.08 0.08  0.0963
H -3.43 -2.96 -0.21  0.0611
H -2.50 -3.08 1.30  0.0786
H -2.02 -3.99 -0.14  0.0769
H 0.43 -0.81 -2.65  0.1207
H 0.46 -0.21 -4.29  0.1190
H -0.55 -3.00 -3.57  0.0702
H 1.05 -2.61 -4.21  0.0827
H -0.40 -2.32 -5.19  0.0761
O -7.73 -5.04 -0.13  -0.2134
P -6.67 -6.05 -0.24  0.4653
O -6.48 -6.44 -1.80  -0.1909
C -5.99 -5.43 -2.70  -0.2662
C -4.55 -5.05 -2.44  -0.0663
O -7.38 -7.41 0.31  -0.2271
C -8.69 -7.41 0.85  -0.2823
C -9.72 -7.76 -0.21  -0.0740
O -5.24 -6.39 0.31  -0.1852
C -4.83 -7.59 0.97  -0.2464
C -4.67 -8.75 0.01  -0.0697
H -6.64 -4.55 -2.65  0.1136
H -6.09 -5.85 -3.71  0.1157
H -4.45 -4.55 -1.47  0.0559
H -4.19 -4.36 -3.20  0.0647
H -3.92 -5.93 -2.42  0.0842
H -8.92 -6.47 1.34  0.1066
H -8.70 -8.18 1.63  0.1159
H -9.64 -7.09 -1.06  0.0764
H -10.73 -7.69 0.20  0.0751
H -9.56 -8.77 -0.57  0.0744
H -5.49 -7.83 1.80  0.1141
H -3.86 -7.37 1.42  0.1213
H -5.60 -8.98 -0.51  0.0709
H -4.35 -9.64 0.56  0.0808
H -3.92 -8.51 -0.74  0.0803